ORCA calculation (wB97M-V/def2-TZVPD) on a 2-piece molecular cluster, C2H3BrSi overall.

XYZ file:
```
7
Properties=species:S:1:pos:R:3:lowdin_charge:R:1
C 1.274 2.419 -0.735 -0.19
C 0.537 1.505 -0.509 -0.18
Si -1.044 -1.551 -0.044 0.43
Br -2.553 -1.811 -1.631 0.29
H 1.696 3.313 -0.703 -0.08
H -1.562 -0.760 1.013 -0.12
H -0.497 -2.765 0.204 -0.15
```

## Properties
**Gap between HOMO and LUMO (alpha / beta)**: 0.224 / 0.224 hartree